(1)
C2H4INO2 | the ωB97M-V functional and the def2-TZVPD basis

```
! wB97M-V def2-TZVPD RIJCOSX def2/J DEFGRID3
* xyz 0 1
I 3.045 0.166 -0.119
O 1.090 -2.734 -0.880
O 0.606 -2.401 1.117
N 0.834 -1.989 0.044
C 0.831 -0.545 -0.212
C 0.045 0.229 0.732
H -0.953 0.098 0.548
H 0.594 -0.406 -1.214
H 0.065 -0.319 1.637
H 0.380 1.183 0.870
*
```

As for the frontier orbital gap: 8.90 eV. The value obtained for the energy relative to the best compared isomer or geometry (same formula, charge and spin) is 3.392 eV. Its SMILES is C[C@@H](I)[N+](=O)[O-].



(2)
CH21O12V | the ωB97M-V functional and the def2-TZVPD basis

```
! wB97M-V def2-TZVPD RIJCOSX def2/J DEFGRID3
* xyz 0 1
V -12.788 -5.651 -7.432
O -11.115 -8.693 -10.057
O -9.142 -4.424 -7.723
O -11.313 -8.715 -7.250
O -10.055 -6.151 -11.599
O -11.796 -5.248 -10.745
O -12.939 -7.194 -7.018
O -8.381 -6.212 -10.354
O -13.912 -5.325 -8.620
O -11.466 -3.826 -9.109
O -12.808 -7.624 -9.864
O -11.896 -5.953 -8.660
O -7.878 -5.975 -7.319
C -10.632 -6.539 -8.850
H -9.108 -4.077 -8.615
H -7.999 -5.443 -10.777
H -11.201 -7.854 -7.653
H -8.082 -6.713 -7.893
H -9.856 -5.617 -12.368
H -11.928 -7.950 -10.055
H -10.746 -8.257 -10.825
H -9.461 -3.693 -7.194
H -10.592 -7.495 -8.328
H -11.695 -4.316 -10.550
H -9.848 -5.846 -8.545
H -10.639 -3.345 -9.074
H -10.539 -6.774 -9.910
H -9.213 -6.347 -10.808
H -12.255 -8.784 -7.090
H -11.513 -5.693 -9.946
H -10.397 -9.226 -9.716
H -10.650 -5.610 -11.079
H -12.663 -6.831 -9.348
H -8.411 -5.255 -7.655
H -11.233 -4.723 -8.870
*
```

As for the frontier orbital gap: 6.76 eV. The value obtained for the energy relative to the best compared isomer or geometry (same formula, charge and spin) is 19.711 eV.



Results for largest force on an atom: 3.69 11.65 (in eV Å⁻¹, following the order of the records).
Results for E_HOMO: -10.2 -9.0 (in eV, following the order of the records).
Results for LUMO energy: -1.273 -2.286 (in eV, following the order of the records).